This record from OMol25 describes C52H44Cl2CuF6N9O20S2 as an isolated structure at a distorted geometry. The level of theory is the ωB97M-V functional and the def2-TZVPD basis.

XYZ file:
```
136
Properties=species:S:1:pos:R:3
Cu 1.64054 -3.35279 -0.35439
C -0.34411 0.05962 1.26502
F -0.64150 -0.92451 2.08653
F -1.16803 1.05537 1.42957
F 0.88746 0.42671 1.59616
S -0.42240 -0.55264 -0.56301
O -1.47700 -1.59205 -0.44048
O -0.85254 0.55625 -1.38096
N 1.15755 -1.34360 -0.82382
S 1.98503 -0.16460 -1.47363
O 1.75802 1.15106 -0.84480
O 3.40850 -0.55199 -1.58016
C 1.33477 -0.18928 -3.37051
F 0.52811 -1.23678 -3.59312
F 0.68079 0.93046 -3.59395
F 2.43071 -0.23669 -4.13305
Cl -4.17930 3.41383 2.68120
C -3.61019 3.59110 1.02014
C -2.71584 4.75098 0.78005
Cl -3.58942 6.31681 0.76540
H -4.45750 3.65337 0.33729
H -3.05091 2.69794 0.74161
H -2.12422 4.59112 -0.12136
H -2.00046 4.84190 1.59740
C 4.55807 2.79564 3.85700
C 4.06215 3.91806 4.44977
C 2.91435 4.55699 3.88651
C 2.29491 4.06022 2.68230
C 2.89734 2.94569 2.09363
C 4.02043 2.36387 2.65899
N 1.05193 4.70412 2.15980
O 0.47860 4.20002 1.17298
O 0.67646 5.76253 2.70859
H 5.35709 2.15885 4.20695
H 4.57470 4.32430 5.30922
H 2.53162 5.41231 4.42349
H 2.54587 2.69604 1.10340
H 4.40074 1.47640 2.17509
C -4.59380 -0.42039 0.10858
C -4.66772 -0.29078 -1.29996
C -5.69457 0.48141 -1.83167
C -6.68871 1.14267 -1.03604
C -6.49876 1.02816 0.38190
C -5.44067 0.30726 0.91101
N -7.91806 1.70116 -1.62767
O -8.89317 1.86556 -0.90074
O -7.80927 1.93450 -2.82331
H -3.88556 -1.04511 0.63253
H -3.91532 -0.67160 -1.97470
H -5.72466 0.59511 -2.90525
H -7.15288 1.62067 1.00436
H -5.39722 0.30203 1.99012
C -4.41649 -2.97045 2.94468
C -3.85875 -3.39200 1.70839
C -2.57847 -3.61833 1.56878
C -1.68795 -3.50875 2.64710
C -2.17645 -3.18221 3.90756
C -3.54420 -2.83769 3.99538
N -0.24277 -3.87729 2.45067
O 0.19148 -3.57160 1.34871
O 0.36641 -4.54071 3.28060
H -5.46558 -2.71653 2.98127
H -4.59923 -3.61150 0.95346
H -2.20130 -3.83998 0.58136
H -1.52428 -3.06208 4.76000
H -3.95813 -2.47723 4.92550
C -1.21320 3.41981 5.30779
C 0.09428 3.57698 5.76894
C 0.96603 2.52691 5.71998
C 0.51807 1.26262 5.26104
C -0.79942 1.10922 4.76556
C -1.65417 2.15360 4.86401
N 1.41678 0.08869 5.20480
O 2.59740 0.27884 5.42760
O 0.91785 -0.95116 4.87892
H -1.85387 4.25062 5.05146
H 0.30810 4.56051 6.16054
H 2.02568 2.55067 5.92729
H -1.08041 0.12247 4.42827
H -2.63670 2.01763 4.43675
C -0.86324 5.33649 -2.60470
C -0.91961 3.99493 -2.98872
C -2.17070 3.41115 -3.29441
C -3.32509 4.24969 -3.33588
C -3.22308 5.60175 -2.96063
C -2.02094 6.11881 -2.50721
N -4.65808 3.70345 -3.77332
O -5.60028 4.43457 -3.83912
O -4.62856 2.51515 -4.25363
H 0.08151 5.78925 -2.34232
H -0.07433 3.34526 -2.81608
H -2.24533 2.34838 -3.47144
H -4.03877 6.29596 -3.09892
H -2.03727 7.16990 -2.25955
C -4.93461 -6.14132 -2.19600
C -3.87934 -6.53681 -1.39720
C -2.65408 -5.88156 -1.39371
C -2.51182 -4.76151 -2.13419
C -3.52411 -4.40027 -3.03459
C -4.75537 -5.04747 -3.02944
N -1.18087 -4.05741 -2.16272
O -0.95051 -3.24727 -3.09232
O -0.38079 -4.31903 -1.25310
H -5.88210 -6.65619 -2.25567
H -4.08053 -7.34812 -0.71332
H -1.93185 -6.04894 -0.60837
H -3.28226 -3.72437 -3.84148
H -5.45563 -4.91510 -3.84093
C 5.62473 -2.51040 -6.67336
C 5.69484 -1.98032 -5.36840
C 4.74270 -2.33788 -4.43257
C 3.67542 -3.20747 -4.79855
C 3.56857 -3.72303 -6.12960
C 4.57214 -3.35502 -7.03572
N 2.57060 -3.59191 -3.84058
O 2.69784 -3.27684 -2.65142
O 1.54582 -4.07115 -4.31797
H 6.46876 -2.24222 -7.29149
H 6.57255 -1.43854 -5.04826
H 4.85025 -1.86676 -3.46671
H 2.75220 -4.32086 -6.50717
H 4.55782 -3.82131 -8.00977
C 6.86504 -0.66640 -0.32049
C 7.06879 -2.04770 -0.12763
C 7.99929 -2.44360 0.80584
C 8.78459 -1.48435 1.50181
C 8.59839 -0.12596 1.25464
C 7.62506 0.26800 0.32188
N 9.73391 -1.87163 2.58181
O 9.72572 -3.05389 2.96526
O 10.45183 -0.95673 2.99911
H 6.08257 -0.38989 -1.01164
H 6.40939 -2.72297 -0.65261
H 8.12109 -3.48779 1.05326
H 9.17067 0.61248 1.79649
H 7.42480 1.30642 0.10286
```

Its total charge is +1. The spin multiplicity is 2. The orbital gap (alpha / beta) comes out at 6.249 / 2.702 eV. The calculation puts the electronic energy at -7960.76200 hartree.

This record from OMol25 describes C52H44GeN3O5RuS4 as an isolated structure at a distorted geometry. The level of theory is the ωB97M-V functional and the def2-TZVPD basis.

XYZ file:
```
110
Properties=species:S:1:pos:R:3
Ru 0.02672 0.16738 -0.12883
S -0.78403 -5.02521 5.09515
C 0.65253 -5.92600 5.30334
C 1.59228 -5.58804 4.38225
C 1.13936 -4.57827 3.49210
C -0.13505 -4.16424 3.74580
C -0.90904 -3.12129 3.05962
C -0.27068 -2.25322 2.15685
N -0.86062 -1.24896 1.55452
C -2.17840 -1.04837 1.77671
C -2.91709 -1.87237 2.63172
C -4.32589 -1.62655 2.78662
C -4.93810 -0.63656 2.10628
C -4.20030 0.22005 1.21884
C -4.79412 1.22849 0.44969
C -4.02849 1.97151 -0.41876
C -2.64727 1.69676 -0.44980
N -2.06781 0.78093 0.29974
C -2.82431 0.02051 1.09324
C -4.57976 3.00753 -1.30153
C -3.95787 3.66027 -2.32634
C -4.79938 4.59500 -2.98739
C -6.04756 4.63926 -2.45368
S -6.21479 3.55006 -1.14732
C -2.24685 -2.90967 3.28678
H 0.72124 -6.65672 6.09578
H 2.57445 -6.04127 4.34082
H 1.74335 -4.18491 2.68294
H 0.77908 -2.37962 1.95218
H -4.89318 -2.27081 3.44907
H -6.00555 -0.47249 2.20688
H -5.86363 1.39807 0.51668
H -1.99837 2.26323 -1.09728
H -2.93481 3.46795 -2.63210
H -4.48405 5.20538 -3.82299
H -6.88884 5.24550 -2.75688
H -2.78777 -3.55663 3.97023
C 1.77716 -3.49184 -0.96171
O 1.13185 -2.38573 -0.29721
C 1.40850 -1.15439 -0.61811
C 2.52624 -0.92343 -1.56282
H 2.81243 -3.58222 -0.63598
H 1.73477 -3.36432 -2.04041
H 1.21977 -4.37480 -0.67063
H 3.39856 -1.53653 -1.32265
H 2.79369 0.12661 -1.56722
H 2.18879 -1.19487 -2.56929
Ge 1.79132 0.64615 1.57366
C 3.67549 0.96514 1.11890
C 4.12924 2.27975 1.01972
C 5.47535 2.55686 0.82128
C 6.39505 1.51956 0.72220
C 5.95501 0.20447 0.76668
C 4.60340 -0.06547 0.95361
C 1.76673 -0.36676 3.28222
C 2.71452 -1.31861 3.66359
C 2.65887 -1.92469 4.91701
C 1.64359 -1.59901 5.80381
C 0.68640 -0.65856 5.43672
C 0.74894 -0.05471 4.18703
H 1.37159 2.02077 2.13709
H 3.41920 3.09715 1.09387
H 5.80805 3.58456 0.73590
H 7.45036 1.73628 0.60673
H 6.66117 -0.60873 0.64550
H 4.27273 -1.10070 0.97336
H 3.52268 -1.58098 2.98959
H 3.41189 -2.65245 5.20096
H 1.60100 -2.06781 6.77989
H -0.10632 -0.39367 6.12734
H -0.00186 0.67833 3.90591
O 0.90053 1.64749 -5.91306
S -0.38142 1.16185 -5.49671
O -1.54893 1.89690 -5.88907
N -0.45447 0.92019 -3.84305
C -0.68027 -0.33005 -3.58814
S -1.10527 -0.97265 -2.04785
C -0.68473 -1.25212 -4.77078
C -0.82652 -2.62879 -4.80046
C -0.82541 -3.26374 -6.03763
C -0.67017 -2.53869 -7.21447
C -0.52284 -1.15831 -7.18195
C -0.53491 -0.54771 -5.94635
H -0.94083 -3.17944 -3.87648
H -0.95209 -4.33802 -6.08573
H -0.67064 -3.05724 -8.16428
H -0.40856 -0.58322 -8.09205
C 2.50249 8.23409 -1.87712
C 2.13210 6.81120 -1.54247
C 2.37889 5.77803 -2.42793
C 2.03832 4.46030 -2.13895
C 2.37386 3.39302 -3.14329
C 1.39310 4.17190 -0.92264
C 1.13952 5.21468 0.00021
C 0.50553 5.00278 1.35608
C 1.53053 6.50691 -0.32869
C 0.97108 2.75751 -0.61419
O 1.67356 1.77184 -0.97143
O -0.08592 2.54336 0.03369
H 3.13863 8.27669 -2.76198
H 3.03058 8.70310 -1.04441
H 1.60779 8.82961 -2.07496
H 2.85892 5.99517 -3.37728
H 2.79571 3.82409 -4.05210
H 1.49290 2.81944 -3.42125
H 3.08562 2.68274 -2.72433
H 1.06099 4.26884 1.93996
H -0.50899 4.62488 1.26372
H 0.48557 5.94214 1.91208
H 1.34823 7.30204 0.38822
```

The energy relative to the best compared isomer or geometry (same formula, charge and spin) comes out at 0.00 kcal/mol. The spin multiplicity is 2. The orbital gap (alpha / beta) comes out at 6.690 / 6.924 eV. The calculation puts the electronic energy at -6312.97367 hartree.

- Which of these has the lowest electronic energy?
  C52H44Cl2CuF6N9O20S2

- The highest electronic energy belongs to which entry?
  C52H44GeN3O5RuS4

- Which of these has the lowest electronic energy?
  C52H44Cl2CuF6N9O20S2

- Which value of electronic energy does entry 2 give?
  -6312.97367 hartree